No. 1
Molecular formula: C15H32Cl2InO7S2
Method: DFT, the ωB97M-V functional and the def2-TZVPD basis

Output
orbital gap	7.15	eV

```
! RIJCOSX wB97M-V def2-TZVPD def2/J DEFGRID3
* xyz -1 1
C 1.8695 1.5034 4.5232
C 2.7432 0.7334 3.5463
Cl 4.4923 1.2155 3.9199
C 2.3291 0.9870 2.1332
Cl 3.4916 0.2707 0.9522
In 0.2647 0.1768 1.6839
C -0.6435 -0.7262 3.5220
O -1.6490 -1.7165 3.1637
C -2.9580 -1.3412 3.3203
O -3.4944 -0.6872 2.1769
C -3.5490 0.7217 2.2225
C -4.8676 1.2534 2.7744
O -5.2977 0.6288 3.9785
H 1.9586 2.5762 4.3449
H 0.8247 1.2158 4.3971
H 2.1675 1.2987 5.5511
H 2.7215 -0.3301 3.7820
H 2.3363 2.0591 1.9346
H 0.3638 -1.0986 0.5053
H -0.7628 1.5364 1.2031
H -1.1213 0.0232 4.1719
H 0.0752 -1.2614 4.1525
H -3.5533 -2.2474 3.4467
H -3.0678 -0.6850 4.1953
H -2.6884 1.1357 2.7593
H -3.4547 1.0711 1.1900
H -4.7641 2.3366 2.9190
H -5.6705 1.0913 2.0539
H -4.7160 0.9142 4.6903
C 4.5732 1.8748 -4.5762
C 5.6643 1.2328 -3.7084
C 4.9668 0.5152 -2.5508
S 3.3469 0.0307 -3.1740
O 2.3300 0.7487 -2.4569
O 3.2738 -1.4009 -3.3166
C 3.5145 0.7994 -4.7907
H 4.9693 2.2409 -5.5232
H 4.1305 2.7217 -4.0473
H 6.2286 0.5136 -4.3064
H 6.3686 1.9753 -3.3345
H 5.4726 -0.3873 -2.2177
H 4.7774 1.1636 -1.6964
H 2.5354 1.1751 -5.0774
H 3.8454 0.0287 -5.4869
C -2.8564 -1.9445 -0.9285
C -1.4954 -2.0484 -1.6238
C -1.7447 -2.2421 -3.1214
S -3.3241 -1.4425 -3.4572
O -4.2853 -2.4461 -3.8613
O -3.1440 -0.2816 -4.2974
C -3.6657 -0.9612 -1.7653
H -2.7556 -1.6013 0.1005
H -3.3590 -2.9153 -0.9169
H -0.9334 -1.1317 -1.4445
H -0.8982 -2.8624 -1.2170
H -0.9958 -1.7763 -3.7574
H -1.8694 -3.2884 -3.3958
H -4.7428 -1.0074 -1.6191
H -3.3074 0.0617 -1.6456
*
```

Löwdin population analysis, charges in e, atoms 1 to 6:
1 C -0.157
2 C -0.832
3 Cl 0.470
4 C -0.825
5 Cl 0.466
6 In 0.522



No. 2
Molecular formula: C41H37F6N6O7PbS4
Method: DFT, the ωB97M-V functional and the def2-TZVPD basis

Output
orbital gap (spin up / spin down)	5.37 / 5.46	eV
relative energy (zero: lowest compared OMol25 entry of this formula, charge and spin)	0.000	eV

```
! RIJCOSX wB97M-V def2-TZVPD def2/J DEFGRID3
* xyz 3 1
Pb -1.7788 0.5035 -0.1267
C 9.3699 4.0780 8.0313
O 9.3255 4.0051 6.5776
C 8.2492 3.6367 5.9565
C 7.0355 3.2670 6.5966
C 5.9763 2.8957 5.8280
C 6.0646 2.8753 4.4061
C 7.2853 3.2489 3.7831
C 8.3541 3.6203 4.5310
C 4.9142 2.4830 3.6682
N 3.7594 2.1086 4.2287
C 2.9370 1.8286 3.2067
C 3.5708 2.0255 1.9831
N 4.8259 2.4405 2.2908
C 2.9175 1.7955 0.7281
C 3.5124 1.9675 -0.5273
C 2.7822 1.7091 -1.6614
C 1.4615 1.2841 -1.5137
N 0.8806 1.1196 -0.3353
C 1.5778 1.3644 0.7849
C 0.8906 1.1635 2.0712
N -0.3997 0.7617 2.0574
C -1.0168 0.5627 3.2158
C -0.4023 0.7464 4.4567
C 0.9038 1.1634 4.4866
C 1.5674 1.3810 3.2738
H 10.3697 4.4285 8.2547
H 9.2091 3.0831 8.4401
H 8.6247 4.7922 8.3740
H 6.9556 3.2814 7.6732
H 5.0395 2.6091 6.2844
H 7.3841 3.2422 2.7057
H 9.2986 3.9104 4.0921
H 5.5581 2.6756 1.6417
H 4.5388 2.3015 -0.6141
H 3.2068 1.8297 -2.6474
H 0.8533 1.0730 -2.3871
H -2.0481 0.2441 3.1596
H -0.9621 0.5605 5.3618
H 1.4282 1.3249 5.4190
F -7.3725 -2.3215 -0.6399
C -6.7122 -1.2100 -0.9008
F -7.0669 -0.7373 -2.0974
F -6.9702 -0.2948 0.0247
S -4.9090 -1.5685 -0.9499
O -4.2875 -0.2621 -1.1190
O -4.7271 -2.4728 -2.0519
N -4.6555 -2.2556 0.4222
S -3.7949 -1.7746 1.6197
O -3.3744 -0.3734 1.4804
O -2.7916 -2.7067 2.0194
C -4.9937 -1.7181 3.0181
F -4.3561 -1.1710 4.0550
F -5.3745 -2.9422 3.3187
F -6.0409 -0.9737 2.7023
O -1.8350 -0.0320 -3.2152
S -3.0491 -0.7827 -3.5300
C -4.3826 0.2802 -4.1855
C -3.8392 1.2973 -5.1347
C -3.8617 1.0460 -6.5046
C -3.3834 2.0002 -7.3903
C -2.8785 3.1979 -6.9062
C -2.8555 3.4508 -5.5387
C -3.3325 2.5014 -4.6518
C -2.7895 -2.0418 -4.8072
C -1.5777 -2.8793 -4.5646
C -1.7421 -4.1796 -4.0932
C -0.6316 -4.9873 -3.8943
C 0.6387 -4.4897 -4.1514
C 0.8035 -3.1902 -4.6138
C -0.3032 -2.3835 -4.8236
H -4.8610 0.6871 -3.2968
H -5.0548 -0.4420 -4.6550
H -4.2871 0.1243 -6.8863
H -3.4213 1.8136 -8.4547
H -2.5158 3.9473 -7.5968
H -2.4832 4.3970 -5.1702
H -3.3356 2.7051 -3.5871
H -2.7513 -1.4405 -5.7217
H -3.7173 -2.6153 -4.7636
H -2.7366 -4.5683 -3.9066
H -0.7618 -6.0094 -3.5633
H 1.5029 -5.1273 -4.0166
H 1.7940 -2.8179 -4.8386
H -0.1796 -1.3798 -5.2133
O -1.7347 -1.7936 -0.7511
S -0.6801 -2.8577 -1.0960
C -1.3796 -4.4200 -0.5076
C -0.3242 -5.0599 0.3888
C 0.2627 -3.9159 1.2129
C 0.5909 -2.8188 0.2028
H -1.6670 -5.0125 -1.3731
H -2.2679 -4.1225 0.0508
H 0.4528 -5.5345 -0.2153
H -0.7739 -5.8337 1.0091
H 1.1511 -4.2181 1.7659
H -0.4801 -3.5552 1.9230
H 1.5403 -2.9934 -0.3067
H 0.5949 -1.8035 0.6052
N -4.7278 3.1040 0.7137
C -3.7097 2.6167 0.4724
H -5.6130 3.5272 0.9238
*
```

Löwdin population analysis, charges in e, atoms 1 to 6:
1 Pb 1.499
2 C 0.031
3 O 0.023
4 C -0.226
5 C 0.051
6 C 0.040